No. 1
Computed, not measured: C25H32NO6P in the gas phase, with ωB97M-V with the def2-TZVPD basis set.

Output
F_max = 1.8 eV/A
frontier orbital gap = 9.86 eV
E_LUMO = 0.66 eV
HOMO = -9.2 eV
2S+1 = 1
SMILES string = CCOC(=O)C(CCCCP(=O)(c1ccccc1)c1ccccc1)(NC(C)=O)C(=O)OCC
ΔE to the lowest compared entry with this formula, charge and spin = 0.0000 eV

Cartesian coordinates (Å):
C: 5.540 2.656 0.583
C: 4.558 2.490 -0.566
O: 3.284 2.036 -0.091
C: 3.139 0.741 0.106
O: 3.973 -0.102 -0.113
C: 1.764 0.408 0.691
C: 0.620 1.021 -0.132
C: 0.680 0.765 -1.636
C: 0.658 -0.698 -2.072
C: -0.588 -1.445 -1.619
P: -2.095 -0.720 -2.404
O: -1.894 -0.334 -3.806
C: -2.685 0.647 -1.351
C: -3.029 1.825 -1.999
C: -3.500 2.905 -1.275
C: -3.629 2.807 0.101
C: -3.293 1.629 0.748
C: -2.826 0.545 0.027
C: -3.366 -2.012 -2.195
C: -3.518 -2.762 -1.036
C: -4.520 -3.712 -0.960
C: -5.373 -3.915 -2.033
C: -5.222 -3.169 -3.190
C: -4.220 -2.219 -3.269
N: 1.694 -1.028 0.814
C: 0.738 -1.665 1.528
C: 0.968 -3.156 1.638
O: -0.225 -1.094 1.998
C: 1.772 1.062 2.093
O: 1.327 2.147 2.335
O: 2.389 0.271 2.962
C: 2.493 0.750 4.308
C: 3.650 1.725 4.459
H: 5.129 3.330 1.331
H: 5.739 1.692 1.045
H: 6.473 3.066 0.209
H: 4.351 3.445 -1.051
H: 4.940 1.771 -1.297
H: 0.647 2.098 0.042
H: -0.314 0.649 0.288
H: -0.184 1.260 -2.087
H: 1.578 1.234 -2.046
H: 1.552 -1.215 -1.715
H: 0.676 -0.716 -3.165
H: -0.686 -1.451 -0.536
H: -0.542 -2.482 -1.967
H: -2.913 1.877 -3.072
H: -3.765 3.822 -1.781
H: -3.992 3.649 0.671
H: -3.389 1.553 1.821
H: -2.566 -0.366 0.544
H: -2.855 -2.612 -0.197
H: -4.638 -4.297 -0.059
H: -6.154 -4.659 -1.967
H: -5.884 -3.329 -4.029
H: -4.074 -1.630 -4.163
H: 2.543 -1.513 0.548
H: 0.117 -3.619 2.130
H: 1.098 -3.591 0.649
H: 1.865 -3.343 2.223
H: 2.646 -0.146 4.912
H: 1.548 1.230 4.582
H: 3.746 2.017 5.500
H: 4.579 1.262 4.133
H: 3.466 2.614 3.860



No. 2
Computed, not measured: C25H32NS5Ti as an isolated structure, with ωB97M-V with the def2-TZVPD basis set.

Output
F_max = 0.1 eV/A
frontier orbital gap = 6.51 eV
E_LUMO = -3.41 eV
HOMO = -9.9 eV
2S+1 = 1
ΔE to the lowest compared entry with this formula, charge and spin = 0.0021 eV
charge = +1

Cartesian coordinates (Å):
Ti: -0.412 0.428 -0.543
C: 2.762 1.940 -1.106
C: 1.822 2.198 -2.260
S: 0.099 2.379 -1.686
C: -2.750 3.772 0.210
C: -3.573 3.048 0.954
S: -2.421 0.807 -1.628
C: -1.582 -2.092 -1.593
C: -1.038 -2.611 -0.267
S: 0.492 -1.816 0.266
C: 1.652 -1.941 -1.129
C: 2.776 -0.939 -0.857
S: 2.142 0.592 -0.072
H: 2.803 2.802 -0.441
H: 3.781 1.698 -1.412
H: 1.871 1.397 -2.997
H: 2.091 3.126 -2.766
H: -3.013 4.079 -0.796
H: -1.787 4.102 0.581
H: -4.542 2.733 0.588
H: -3.315 2.756 1.966
H: -1.098 -2.676 -2.380
H: -2.638 -2.364 -1.651
H: -0.873 -3.686 -0.327
H: -1.706 -2.435 0.576
H: 1.128 -1.696 -2.052
H: 2.049 -2.954 -1.193
H: 3.275 -0.662 -1.784
H: 3.516 -1.356 -0.177
C: 0.734 0.994 6.202
C: 1.076 0.123 4.986
C: 1.728 -1.185 5.456
C: 2.085 0.878 4.120
C: -0.204 -0.205 4.221
C: -1.241 -0.892 4.869
C: -2.427 -1.208 4.233
C: -2.583 -0.844 2.904
S: -3.966 -1.090 1.855
C: -3.130 -0.272 0.558
N: -1.839 0.105 0.887
C: -1.567 -0.174 2.234
C: -0.389 0.161 2.895
C: -3.579 -0.061 -0.718
C: -4.530 -0.711 -1.606
C: -4.303 -0.991 -2.918
C: -3.125 -0.914 -3.824
C: -1.812 -0.763 -3.563
C: -1.372 -0.637 -2.126
H: 1.644 1.233 6.756
H: 0.054 0.486 6.886
H: 0.266 1.930 5.893
H: 2.646 -0.968 6.005
H: 1.981 -1.822 4.605
H: 1.071 -1.751 6.116
H: 2.982 1.083 4.706
H: 1.690 1.837 3.778
H: 2.389 0.293 3.248
H: -1.122 -1.177 5.906
H: -3.216 -1.724 4.765
H: 0.372 0.727 2.370
H: -5.500 -0.992 -1.207
H: -5.163 -1.406 -3.431
H: -3.386 -1.089 -4.861
H: -1.086 -0.829 -4.366



No. 3
Computed, not measured: C25H33BF4N3O6PSV as an isolated structure, with ωB97M-V with the def2-TZVPD basis set.

Output
⟨S²⟩ = 3.76
F_max = 3.3 eV/A
frontier orbital gap (alpha / beta) = 6.77 / 7.83 eV
E_LUMO (alpha / beta) = -0.31 / -0.48 eV
HOMO (alpha / beta) = -7.1 / -8.3 eV
2S+1 = 4
ΔE to the lowest compared entry with this formula, charge and spin = 0.0000 eV

Cartesian coordinates (Å):
V: 0.065 1.270 1.564
O: -1.421 2.428 1.576
C: -1.680 3.282 0.701
C: -1.046 3.430 -0.566
C: -1.501 4.418 -1.445
C: -0.896 4.613 -2.661
C: 0.202 3.814 -3.049
C: 0.647 2.823 -2.229
C: 0.056 2.580 -0.955
O: 0.503 1.655 -0.205
N: -1.374 5.648 -3.539
O: -2.374 6.269 -3.217
O: -0.749 5.857 -4.567
H: -2.494 3.986 0.919
H: -2.339 5.045 -1.169
H: 0.665 4.003 -4.006
H: 1.467 2.181 -2.523
C: 0.759 3.864 3.440
O: 1.255 3.094 2.352
C: 2.607 2.688 2.558
C: 2.956 1.711 1.454
O: 2.192 0.517 1.567
C: 2.873 -0.561 2.198
H: 1.294 4.817 3.490
H: 0.880 3.330 4.385
H: -0.299 4.040 3.265
H: 2.697 2.204 3.535
H: 3.270 3.562 2.522
H: 4.028 1.498 1.462
H: 2.686 2.158 0.496
H: 3.824 -0.743 1.687
H: 2.235 -1.434 2.102
H: 3.048 -0.365 3.257
C: -2.820 -0.195 2.389
P: -1.478 -0.497 1.165
C: -1.119 -2.229 1.592
C: -2.478 -0.606 -0.361
C: -3.331 0.455 -0.662
C: -4.225 0.366 -1.717
C: -4.272 -0.784 -2.491
C: -3.395 -1.825 -2.224
C: -2.501 -1.741 -1.166
H: -3.111 0.853 2.395
H: -2.423 -0.445 3.374
H: -3.684 -0.822 2.165
H: -2.060 -2.779 1.657
H: -0.625 -2.225 2.561
H: -0.470 -2.682 0.854
H: -3.308 1.344 -0.044
H: -4.898 1.188 -1.925
H: -4.996 -0.873 -3.290
H: -3.427 -2.725 -2.825
H: -1.812 -2.552 -0.976
C: 3.801 -4.396 -3.787
C: 2.632 -4.250 -2.871
C: 1.912 -5.284 -2.352
C: 0.827 -4.975 -1.497
N: 0.516 -3.739 -1.180
C: 1.234 -2.698 -1.652
S: 0.957 -1.101 -1.283
N: 2.279 -2.994 -2.523
C: -0.006 -6.058 -0.891
H: 3.927 -5.431 -4.091
H: 4.708 -4.066 -3.277
H: 3.667 -3.778 -4.675
H: 2.143 -6.309 -2.597
H: 2.782 -2.198 -2.891
H: 0.167 -7.011 -1.386
H: -1.061 -5.793 -0.941
H: 0.254 -6.155 0.164
F: -0.322 1.155 3.680
B: 0.341 0.243 4.620
F: 1.568 0.817 4.953
F: -0.475 0.058 5.703
F: 0.548 -0.945 3.904



No. 4
Computed, not measured: C25H33BrN2O3Si2Ti as an isolated structure, with ωB97M-V with the def2-TZVPD basis set.

Output
⟨S²⟩ = 2.02
F_max = 2.4 eV/A
frontier orbital gap (alpha / beta) = 7.13 / 6.54 eV
E_LUMO (alpha / beta) = -0.16 / -1.89 eV
HOMO (alpha / beta) = -7.3 / -8.4 eV
2S+1 = 3
ΔE to the lowest compared entry with this formula, charge and spin = 1.8163 eV

Cartesian coordinates (Å):
Ti: -0.967 0.402 -0.869
C: -5.314 -0.420 2.837
C: -4.534 0.132 1.671
C: -5.129 0.929 0.693
C: -4.395 1.401 -0.389
C: -3.088 0.999 -0.410
Br: -2.243 -0.053 -2.975
N: -2.489 0.263 0.478
C: -3.189 -0.166 1.536
H: -6.363 -0.136 2.773
H: -4.920 -0.053 3.786
H: -5.256 -1.510 2.858
H: -6.183 1.176 0.761
H: -4.833 2.019 -1.159
H: -2.649 -0.750 2.269
C: -0.243 -1.136 3.488
Si: 0.863 -0.443 2.124
C: 2.603 -1.025 2.562
C: 0.860 1.412 2.353
C: 0.326 -0.900 0.394
C: 1.329 -0.654 -0.682
C: 2.676 -1.004 -0.760
C: 3.343 -0.858 -1.963
C: 2.662 -0.389 -3.078
C: 1.345 -0.010 -2.932
N: 0.722 -0.098 -1.756
Si: -0.234 -2.685 0.118
C: -1.842 -3.184 0.956
C: -0.464 -3.082 -1.701
C: 1.118 -3.856 0.707
H: 0.336 -1.140 4.417
H: -0.579 -2.161 3.309
H: -1.118 -0.503 3.661
H: 2.793 -0.822 3.621
H: 3.371 -0.497 1.990
H: 2.736 -2.101 2.400
H: 1.014 1.678 3.404
H: -0.080 1.869 2.036
H: 1.662 1.883 1.776
H: 3.176 -1.421 0.103
H: 4.388 -1.138 -2.037
H: 3.143 -0.307 -4.043
H: 0.763 0.379 -3.755
H: -2.706 -2.692 0.502
H: -1.851 -2.984 2.030
H: -1.965 -4.264 0.821
H: -1.317 -2.573 -2.149
H: -0.637 -4.160 -1.802
H: 0.423 -2.834 -2.294
H: 1.224 -3.838 1.798
H: 2.082 -3.581 0.271
H: 0.899 -4.887 0.407
O: 0.231 2.916 -3.589
C: 1.352 3.167 -2.871
C: 2.529 3.357 -3.589
C: 3.722 3.583 -2.927
C: 3.758 3.652 -1.538
C: 2.579 3.512 -0.827
C: 1.374 3.257 -1.473
C: 0.127 3.137 -0.650
O: -0.037 3.812 0.333
O: -0.797 2.268 -1.092
H: -0.484 2.661 -2.989
H: 2.486 3.302 -4.671
H: 4.632 3.706 -3.502
H: 4.690 3.833 -1.019
H: 2.571 3.614 0.251



No. 5
Computed, not measured: C25H33FeN2P as an isolated structure, with ωB97M-V with the def2-TZVPD basis set.

Output
⟨S²⟩ = 6.04
F_max = 3.5 eV/A
frontier orbital gap (alpha / beta) = 6.83 / 7.53 eV
E_LUMO (alpha / beta) = 0.39 / 0.43 eV
HOMO (alpha / beta) = -6.4 / -7.1 eV
2S+1 = 5

Cartesian coordinates (Å):
C: 0.279 -4.049 -2.338
C: 1.329 -3.225 -1.925
C: 1.073 -1.982 -1.295
C: -0.246 -1.593 -1.083
C: -1.296 -2.436 -1.467
C: -1.041 -3.669 -2.086
C: 2.239 -1.138 -0.824
C: 2.427 0.259 -1.444
N: 1.216 0.969 -1.843
Fe: -0.732 0.234 -0.163
C: -2.707 -1.945 -1.268
P: -2.617 -0.084 -1.400
H: 2.365 -3.517 -2.118
H: -1.888 -4.279 -2.406
H: 0.481 -4.979 -2.873
H: -3.121 -2.195 -0.279
H: -3.402 -2.319 -2.042
H: 2.191 -1.003 0.272
H: 3.171 -1.683 -1.029
H: 2.948 0.878 -0.698
C: -4.235 0.523 -0.888
C: -2.669 0.112 -3.209
H: 3.087 0.177 -2.321
C: 0.788 0.641 -3.198
C: 1.323 2.419 -1.692
H: -2.010 0.852 0.806
H: 1.532 0.946 -3.946
H: 0.617 -0.436 -3.290
H: -0.153 1.151 -3.421
H: 1.936 2.894 -2.473
H: 0.315 2.853 -1.726
H: 1.749 2.666 -0.713
H: -3.629 -0.286 -3.566
H: -2.590 1.168 -3.502
H: -1.856 -0.446 -3.692
H: -5.019 0.062 -1.498
H: -4.376 0.272 0.173
H: -4.271 1.615 -1.010
H: -1.834 1.459 0.314
C: -1.367 -1.424 4.735
C: -1.121 -2.148 3.562
C: -0.470 -1.551 2.485
C: -0.065 -0.196 2.570
C: -0.222 0.489 3.798
C: -0.908 -0.109 4.854
N: 0.390 0.483 1.439
C: 1.356 1.486 1.658
C: 1.004 2.850 1.696
C: 1.935 3.812 2.094
C: 3.238 3.437 2.446
C: 3.602 2.084 2.411
C: 2.672 1.112 2.026
H: -1.910 -1.892 5.567
H: -1.439 -3.191 3.479
H: -0.244 -2.107 1.564
H: 0.163 1.509 3.880
H: -1.078 0.468 5.765
H: -0.030 3.132 1.461
H: 1.629 4.858 2.152
H: 3.956 4.189 2.777
H: 4.604 1.769 2.697
H: 2.926 0.051 2.043



No. 6
Computed, not measured: C25H33FeO2S as an isolated structure, with ωB97M-V with the def2-TZVPD basis set.

Output
⟨S²⟩ = 8.79
F_max = 5.6 eV/A
frontier orbital gap (alpha / beta) = 7.36 / 5.43 eV
E_LUMO (alpha / beta) = 0.60 / -1.78 eV
HOMO (alpha / beta) = -6.8 / -7.2 eV
2S+1 = 6

Cartesian coordinates (Å):
O: -1.528 -0.672 -0.259
C: -1.120 -1.943 0.437
C: -2.412 -2.671 0.142
H: -0.974 -1.738 1.510
H: -0.240 -2.379 -0.050
C: -2.888 -1.356 -0.452
H: -2.965 -3.004 1.019
H: -2.311 -3.477 -0.589
C: -3.951 -0.698 0.397
H: -3.573 -0.459 1.394
H: -4.808 -1.377 0.494
H: -4.325 0.209 -0.084
C: -3.231 -1.424 -1.910
H: -2.408 -1.879 -2.462
H: -3.431 -0.416 -2.293
H: -4.137 -2.030 -2.041
Fe: -0.653 0.726 -1.212
C: -0.015 0.984 -3.415
C: 1.155 0.916 -2.604
C: 1.237 -0.407 -2.056
H: 1.917 1.683 -2.524
C: 0.064 -1.116 -2.451
C: -0.719 -0.251 -3.292
H: -1.607 -0.524 -3.857
H: -0.257 1.797 -4.089
H: 2.089 -0.839 -1.545
H: -0.134 -2.167 -2.248
C: -0.726 2.986 -1.172
C: -1.720 2.529 -2.098
C: -2.700 1.788 -1.374
H: -1.781 2.783 -3.154
C: -2.352 1.855 0.022
C: -1.151 2.599 0.145
H: -0.714 2.910 1.089
H: 0.112 3.640 -1.408
H: -3.612 1.388 -1.810
H: -2.941 1.509 0.862
O: 0.163 -1.951 3.810
C: 1.174 -1.244 3.061
C: 2.118 -2.276 2.390
H: 1.788 -0.632 3.756
H: 0.693 -0.561 2.330
C: 1.953 -3.535 3.283
H: 3.144 -1.880 2.382
H: 1.804 -2.477 1.347
C: 0.774 -3.212 4.225
H: 2.867 -3.698 3.865
H: 1.726 -4.425 2.683
H: 1.135 -3.116 5.265
H: 0.014 -4.006 4.210
S: 0.981 0.790 0.483
C: 2.251 1.931 0.209
C: 2.114 3.301 0.527
C: 3.153 4.196 0.280
C: 4.376 3.739 -0.234
C: 4.543 2.371 -0.498
C: 3.501 1.473 -0.270
H: 1.203 3.620 1.021
H: 3.001 5.254 0.510
H: 5.189 4.449 -0.415
H: 5.504 2.010 -0.871
H: 3.641 0.404 -0.414